1.
246
Properties=species:S:1:pos:R:3 method="wB97M-V/def2-TZVPD" homo_energy_ev=-14.2 e_lumo_ev=-6.56 orbital_gap_ev=7.63 total_charge=+4
C 8.36 4.95 3.64
C 7.66 3.77 4.33
C 6.83 2.99 3.32
N 6.09 1.72 3.69
C 5.26 1.94 4.90
C 5.27 1.19 2.46
C 5.06 -0.27 2.82
C 6.26 -0.68 3.75
C 7.10 0.59 3.83
H 7.71 5.69 3.21
H 8.95 4.61 2.83
H 9.01 5.42 4.39
H 6.94 4.12 5.09
H 8.48 3.17 4.72
H 7.43 2.68 2.44
H 6.06 3.69 3.01
H 4.56 1.13 5.12
H 4.53 2.73 4.64
H 5.84 2.19 5.79
H 4.35 1.82 2.34
H 5.91 1.31 1.63
H 4.13 -0.53 3.31
H 5.08 -0.89 1.91
H 5.95 -1.13 4.66
H 6.85 -1.51 3.30
H 7.60 0.68 4.79
H 7.80 0.67 2.99
C 3.61 -8.52 4.06
C 4.13 -8.39 2.64
C 4.85 -7.08 2.51
N 5.69 -6.81 1.26
C 4.88 -6.62 0.03
C 6.64 -7.95 0.97
C 7.84 -7.24 0.31
C 8.01 -6.02 1.21
C 6.55 -5.58 1.46
H 2.74 -7.89 4.22
H 4.35 -8.27 4.88
H 3.36 -9.58 4.22
H 3.22 -8.43 2.06
H 4.72 -9.25 2.37
H 5.64 -7.14 3.23
H 4.28 -6.16 2.67
H 5.49 -6.26 -0.77
H 4.07 -5.89 0.18
H 4.49 -7.58 -0.29
H 6.20 -8.72 0.31
H 6.93 -8.48 1.84
H 7.67 -7.01 -0.74
H 8.71 -7.97 0.43
H 8.49 -5.15 0.79
H 8.61 -6.23 2.13
H 6.20 -4.79 0.80
H 6.35 -5.19 2.44
C 0.26 7.93 6.74
C -0.47 6.78 7.42
C 0.01 5.31 7.14
C -1.01 4.30 7.62
N -0.97 2.86 7.11
C 0.35 2.18 7.39
C 1.32 2.59 6.27
C 0.38 3.04 5.14
C -1.01 2.88 5.59
C -2.06 1.94 7.73
C -3.48 2.55 7.52
C -4.66 1.97 8.35
H 0.11 7.93 5.66
H 1.32 7.90 7.03
H -0.11 8.91 7.08
H -1.56 6.79 7.33
H -0.35 6.90 8.54
H 0.92 5.02 7.69
H 0.43 5.31 6.15
H -2.02 4.64 7.38
H -0.89 4.15 8.72
H 0.20 1.10 7.45
H 0.67 2.55 8.36
H 1.97 1.77 5.97
H 2.02 3.40 6.64
H 0.49 2.47 4.26
H 0.55 4.13 4.95
H -1.49 1.97 5.20
H -1.59 3.74 5.37
H -1.75 1.74 8.74
H -1.97 1.02 7.14
H -3.86 2.30 6.47
H -3.52 3.62 7.70
H -5.51 2.58 8.06
H -4.51 2.15 9.39
H -4.95 0.98 8.02
C -1.54 7.37 -3.37
C -2.79 6.50 -3.54
C -2.51 5.08 -3.74
C -3.76 4.20 -3.72
N -3.46 2.70 -3.72
C -4.76 1.89 -3.83
C -5.29 1.97 -2.40
C -4.06 1.98 -1.42
C -2.87 2.26 -2.35
C -2.50 2.34 -4.83
C -2.95 2.64 -6.29
C -1.91 1.94 -7.15
H -1.74 8.44 -3.33
H -0.83 7.17 -4.16
H -0.90 7.07 -2.55
H -3.31 6.99 -4.42
H -3.44 6.64 -2.69
H -1.64 4.78 -3.06
H -2.20 5.01 -4.82
H -4.33 4.36 -4.62
H -4.35 4.39 -2.84
H -4.51 0.85 -4.10
H -5.48 2.31 -4.57
H -6.08 1.25 -2.16
H -5.84 2.92 -2.28
H -3.91 0.98 -0.98
H -4.11 2.71 -0.61
H -2.34 1.35 -2.57
H -2.16 3.01 -2.07
H -2.25 1.30 -4.69
H -1.60 2.91 -4.67
H -2.93 3.76 -6.40
H -3.91 2.19 -6.51
H -2.10 1.91 -8.23
H -1.82 0.89 -6.87
H -0.93 2.34 -7.08
C 2.52 1.21 -4.75
C 3.01 2.41 -3.98
C 3.28 3.53 -5.00
C 3.64 4.77 -4.24
N 4.19 5.93 -5.04
C 5.65 5.76 -5.42
C 6.38 6.21 -4.15
C 5.64 7.51 -3.77
C 4.16 7.10 -3.95
C 3.25 6.20 -6.21
C 1.79 6.64 -5.83
C 0.82 6.34 -7.00
H 1.59 1.43 -5.30
H 2.31 0.29 -4.15
H 3.31 0.83 -5.43
H 3.97 2.08 -3.59
H 2.38 2.78 -3.18
H 2.42 3.85 -5.63
H 4.09 3.17 -5.65
H 4.30 4.63 -3.37
H 2.69 5.11 -3.77
H 5.78 6.55 -6.15
H 5.75 4.77 -5.83
H 7.41 6.40 -4.40
H 6.39 5.46 -3.36
H 5.93 8.29 -4.44
H 5.74 7.88 -2.76
H 3.53 7.93 -4.27
H 3.68 6.68 -3.08
H 3.26 5.33 -6.84
H 3.76 7.05 -6.75
H 1.72 7.67 -5.55
H 1.45 6.10 -4.95
H 0.69 5.29 -7.20
H 1.16 6.87 -7.85
H -0.14 6.73 -6.67
C -4.01 -6.90 -2.62
C -4.48 -5.43 -2.68
C -5.79 -5.29 -3.37
C -6.33 -3.87 -3.30
N -7.70 -3.66 -3.77
C -7.66 -4.05 -5.25
C -7.07 -2.87 -5.96
C -7.49 -1.62 -5.11
C -8.00 -2.19 -3.74
C -8.85 -4.48 -3.02
C -8.91 -4.17 -1.53
C -9.85 -5.12 -0.82
H -4.76 -7.48 -2.06
H -3.03 -7.04 -2.24
H -4.05 -7.23 -3.68
H -3.73 -4.77 -3.17
H -4.56 -5.07 -1.70
H -6.54 -6.00 -2.96
H -5.69 -5.52 -4.42
H -5.67 -3.17 -3.84
H -6.26 -3.51 -2.25
H -8.68 -4.35 -5.40
H -7.15 -4.98 -5.36
H -7.25 -2.77 -7.00
H -5.99 -2.94 -5.88
H -8.30 -1.05 -5.61
H -6.60 -1.04 -4.95
H -9.07 -1.96 -3.67
H -7.42 -1.74 -2.93
H -8.54 -5.51 -3.29
H -9.72 -4.14 -3.48
H -9.36 -3.17 -1.43
H -7.90 -4.20 -1.11
H -10.86 -5.10 -1.26
H -9.97 -4.88 0.24
H -9.44 -6.14 -0.85
C -4.89 -3.54 1.52
C -4.44 -4.91 1.24
C -3.04 -4.91 0.62
C -1.94 -4.59 1.63
N -0.98 -3.45 1.31
C 0.10 -3.41 2.32
C 0.78 -2.02 2.07
C -0.37 -1.15 1.49
C -1.56 -2.04 1.51
C -0.43 -3.57 -0.14
C 0.08 -4.87 -0.70
C 0.38 -4.82 -2.23
H -4.18 -2.96 2.12
H -5.89 -3.53 1.98
H -5.04 -3.04 0.53
H -5.03 -5.54 0.51
H -4.46 -5.45 2.19
H -3.07 -4.30 -0.29
H -2.84 -5.96 0.25
H -1.21 -5.45 1.73
H -2.32 -4.52 2.67
H 0.78 -4.22 2.12
H -0.29 -3.61 3.33
H 1.66 -2.21 1.48
H 1.00 -1.63 3.04
H -0.14 -0.79 0.48
H -0.52 -0.20 1.99
H -2.28 -1.76 0.76
H -2.04 -2.12 2.55
H 0.37 -2.84 -0.08
H -1.22 -3.14 -0.78
H -0.65 -5.67 -0.48
H 0.95 -5.08 -0.06
H 0.81 -5.74 -2.59
H 1.13 -4.05 -2.54
H -0.59 -4.79 -2.72
N 3.70 -3.77 1.97
O 4.36 -3.48 2.95
O 2.89 -4.72 2.12
O 3.76 -3.18 0.90
N -0.71 -0.45 4.82
O -0.90 -1.67 4.96
O 0.06 0.28 5.48
O -1.48 0.07 3.96
N -3.01 -1.55 -2.97
O -3.47 -2.34 -3.78
O -3.15 -1.79 -1.79
O -2.45 -0.49 -3.29



2.
60
Properties=species:S:1:pos:R:3 method="wB97M-V/def2-TZVPD" homo_energy_ev=-5.5 e_lumo_ev=2.46 orbital_gap_ev=7.91 total_charge=-1
C -1.43 -2.22 -2.63
C -0.99 -0.95 -3.35
O 0.05 -0.24 -2.64
P -0.14 0.69 -1.36
O 0.71 0.32 -0.22
C -1.89 0.74 -0.93
C -2.77 1.82 -1.57
C -4.23 1.38 -1.69
B -4.52 0.35 -2.90
I -3.97 1.40 -4.90
C -6.10 -0.13 -2.98
C -6.23 -1.38 -3.76
O -6.15 -2.51 -3.32
O 0.28 2.12 -1.93
C -0.02 2.61 -3.25
C 1.27 3.06 -3.90
H -0.74 -2.44 -1.81
H -2.44 -2.13 -2.23
H -1.42 -3.07 -3.31
H -1.83 -0.27 -3.52
H -0.55 -1.16 -4.32
H -1.85 0.86 0.16
H -2.35 -0.24 -1.12
H -2.40 2.05 -2.58
H -2.68 2.74 -0.99
H -4.87 2.27 -1.75
H -4.52 0.85 -0.77
H -3.79 -0.62 -2.84
H -6.47 -0.28 -1.97
H -6.66 0.67 -3.47
H -6.40 -1.25 -4.85
H -0.50 1.83 -3.84
H -0.73 3.43 -3.15
H 2.03 2.28 -3.83
H 1.65 3.96 -3.41
H 1.09 3.28 -4.95
C 5.34 -2.41 5.61
O 5.18 -1.04 5.34
C 5.58 -0.65 4.03
C 4.41 -0.17 3.21
N 3.50 -1.26 2.92
C 2.28 -0.87 2.21
C 1.31 0.03 2.95
O 0.72 -0.58 4.10
C 1.42 -0.39 5.31
H 5.05 -2.57 6.65
H 4.71 -3.04 4.97
H 6.38 -2.73 5.48
H 6.07 -1.49 3.53
H 6.31 0.16 4.13
H 4.78 0.23 2.27
H 3.93 0.66 3.75
H 3.25 -1.72 3.78
H 1.75 -1.78 1.93
H 2.55 -0.38 1.28
H 0.49 0.26 2.26
H 1.77 0.98 3.25
H 1.92 0.58 5.34
H 2.17 -1.17 5.50
H 0.69 -0.43 6.12



3.
106
Properties=species:S:1:pos:R:3 method="wB97M-V/def2-TZVPD" homo_energy_ev=-9.4 e_lumo_ev=-0.70 orbital_gap_ev=8.75 smiles="O=[N+]([O-])c1ccccc1.O=[N+]([O-])c1ccccc1.O=[N+]([O-])c1ccccc1.COCCOC.COCCOC.COCCOC.COCCOC" e_above_lowest_kcal_mol=46.3 total_charge=0
O 20.47 12.43 -2.59
N 19.60 12.77 -1.81
O 19.89 13.00 -0.65
C 18.26 13.21 -2.28
C 17.32 13.65 -1.30
C 16.00 14.01 -1.76
C 15.69 13.95 -3.13
C 16.63 13.56 -4.05
C 17.91 13.22 -3.63
H 17.51 13.55 -0.25
H 15.31 14.19 -0.95
H 14.77 14.39 -3.50
H 16.48 13.54 -5.12
H 18.62 12.85 -4.36
O 22.25 16.83 -8.38
N 21.99 15.64 -8.49
O 22.49 14.79 -7.75
C 21.09 15.18 -9.55
C 20.73 16.10 -10.57
C 19.94 15.67 -11.66
C 19.41 14.36 -11.67
C 19.80 13.45 -10.65
C 20.63 13.84 -9.61
H 21.24 17.04 -10.63
H 19.74 16.37 -12.46
H 18.72 14.04 -12.43
H 19.37 12.46 -10.67
H 21.02 13.09 -8.93
O 18.22 12.30 -7.31
N 17.54 11.36 -6.93
O 17.68 10.85 -5.83
C 16.64 10.66 -7.92
C 16.44 11.22 -9.20
C 15.54 10.57 -10.07
C 15.09 9.32 -9.71
C 15.38 8.71 -8.51
C 16.15 9.39 -7.63
H 16.97 12.10 -9.52
H 15.34 10.99 -11.04
H 14.46 8.78 -10.40
H 14.99 7.72 -8.37
H 16.34 9.05 -6.63
C 15.34 3.15 -11.68
O 15.93 3.94 -10.72
C 15.07 4.27 -9.60
C 13.95 5.25 -9.85
O 12.94 5.35 -8.83
C 11.86 6.18 -9.14
H 14.53 3.71 -12.14
H 14.89 2.22 -11.34
H 16.05 2.95 -12.48
H 15.72 4.61 -8.80
H 14.61 3.32 -9.33
H 13.46 4.90 -10.76
H 14.28 6.28 -9.98
H 12.17 7.21 -9.30
H 11.13 6.10 -8.33
H 11.31 5.91 -10.03
C 15.25 10.07 -2.99
O 16.03 8.93 -2.86
C 17.35 9.40 -2.48
C 18.32 8.15 -2.66
O 19.72 8.45 -2.71
C 20.67 7.53 -2.28
H 15.19 10.55 -2.01
H 14.23 9.80 -3.26
H 15.66 10.78 -3.70
H 17.39 9.71 -1.43
H 17.69 10.22 -3.12
H 18.09 7.55 -3.54
H 18.06 7.49 -1.84
H 20.54 6.54 -2.72
H 20.78 7.47 -1.20
H 21.70 7.82 -2.47
C 17.04 9.69 -17.28
O 16.19 10.40 -16.37
C 16.23 11.76 -16.46
C 17.35 12.35 -15.58
O 17.09 12.16 -14.18
C 15.99 12.93 -13.71
H 16.77 9.85 -18.33
H 16.88 8.63 -17.05
H 18.12 9.84 -17.23
H 15.28 12.17 -16.10
H 16.29 12.12 -17.49
H 17.52 13.42 -15.73
H 18.28 11.89 -15.91
H 16.56 13.71 -13.20
H 15.42 12.50 -12.88
H 15.41 13.47 -14.45
C 17.07 15.44 -7.89
O 16.07 16.37 -8.37
C 16.02 16.53 -9.75
C 15.99 15.11 -10.51
O 14.91 14.27 -10.17
C 13.63 14.92 -10.34
H 17.09 15.65 -6.82
H 18.07 15.64 -8.27
H 16.86 14.37 -7.89
H 17.05 16.79 -10.02
H 15.31 17.29 -10.07
H 16.88 14.51 -10.30
H 15.87 15.29 -11.58
H 12.87 14.36 -9.81
H 13.25 15.00 -11.36
H 13.56 15.91 -9.89



4.
13
Properties=species:S:1:pos:R:3 method="wB97M-V/def2-TZVPD" homo_energy_ev="-12.8 / -12.8" e_lumo_ev="-6.24 / -6.24" orbital_gap_ev="6.59 / 6.59" e_above_lowest_kcal_mol=65.4 total_charge=+1
C -0.91 0.46 0.13
C -1.15 -0.47 -1.05
C 1.57 0.12 0.14
N 0.28 -0.04 0.86
S 0.15 -0.23 -2.26
I 2.42 2.02 0.26
I 2.76 -1.57 0.31
H -0.59 1.40 -0.23
H -1.70 0.50 0.79
H -1.12 -1.55 -0.60
H -2.15 -0.24 -1.26
H 0.37 0.64 1.67
H 0.07 -1.04 1.24